Entry 1
Formula: C6H7I
Source: OMol25
Level of theory: ωB97M-V/def2-TZVPD

Structure (ORCA input):
```
! wB97M-V def2-TZVPD RIJCOSX def2/J DEFGRID3
* xyz 0 1
C -1.38617 -0.54224 0.34129
C 1.68217 1.12487 0.23275
I 4.34383 -0.17790 0.05690
H -1.19863 0.83560 -1.26623
H 2.19029 1.86190 0.85153
C 2.35352 0.10792 -0.49567
H -1.58963 -0.06128 1.29016
C -0.53100 0.26060 -0.61120
H -1.70957 -2.25145 -0.84478
H 0.08382 -0.39642 -1.22760
C -1.88482 -1.73551 0.08461
C 0.33327 1.21400 0.12667
H -2.49983 -2.24482 0.80640
H -0.18723 2.00475 0.65516
*
```

LUMO energy (spin up / spin down) in hartree: -0.0438 / -0.0438
Kohn-Sham gap (spin up / spin down) in eV: 6.98 / 6.98
HOMO energy (spin up / spin down) in eV: -8.17 / -8.17

Entry 2
Formula: C6H7I
Source: OMol25
Level of theory: ωB97M-V/def2-TZVPD

Structure (ORCA input):
```
! wB97M-V def2-TZVPD RIJCOSX def2/J DEFGRID3
* xyz 0 1
C 0.75883 1.33362 -0.72019
C -0.17525 0.56466 -0.34897
C -0.91956 -0.54354 -0.98596
H 0.25349 -0.85058 2.16227
H -1.89076 -0.17608 -1.47011
H 0.59979 -1.88759 0.90676
H -0.40829 -1.40675 -1.39578
H -0.74564 -2.06941 1.81621
I -2.70871 0.35879 1.46709
C -0.21267 -1.28534 1.36845
H 2.68289 1.35428 -0.90533
H 1.88039 2.97255 -1.44124
C -0.94830 -0.35596 0.51883
C 1.83380 1.99136 -0.97204
*
```

LUMO energy in hartree: 0.0155
Structure (SMILES): C=C=C1C[C@]1(C)I
Kohn-Sham gap in eV: 9.56
HOMO energy in eV: -9.14

The most stable of them is entry 2.